Entry 1:
Computed, not measured: a cluster of 3 separate species, C39H70BI3N4O4 in total in a non-equilibrium geometry, with the ωB97M-V functional and the def2-TZVPD basis.

Positions of all 121 atoms, in Å:
1 I -3.157 1.085 -5.556
2 I -0.146 1.840 -4.990
3 I -4.059 1.073 -0.203
4 O 0.757 5.981 1.176
5 O 4.370 -0.550 -3.479
6 O -0.946 5.979 -3.028
7 O 1.894 3.463 2.186
8 N 0.453 6.077 -1.161
9 N 3.743 -0.078 -1.340
10 N -0.332 -5.666 -1.325
11 N -2.531 -1.426 6.164
12 C -1.929 -1.412 4.838
13 C 4.009 1.843 -3.024
14 C -0.697 -6.571 -2.404
15 C -0.766 -2.371 4.575
16 C 3.683 5.779 -3.455
17 C 0.412 -4.499 -1.780
18 C -2.965 -0.319 -1.477
19 C 2.268 -0.389 -1.284
20 C -1.563 0.228 -1.999
21 C -1.035 1.525 -1.317
22 C -0.431 5.428 -2.100
23 C 2.157 5.602 -3.028
24 C 1.795 -4.729 -2.394
25 C -0.550 1.529 0.079
26 C -0.597 0.235 0.929
27 C -4.055 -2.624 7.731
28 C 0.428 -0.883 0.505
29 C -2.852 -1.776 -0.826
30 C -0.570 -1.665 7.790
31 C 2.823 4.289 -5.491
32 C -1.537 2.820 -3.596
33 C -1.710 -7.632 -1.996
34 C -0.021 4.019 -0.182
35 C -1.028 2.753 -2.136
36 C -0.218 2.525 3.440
37 C -0.542 3.976 -1.549
38 C 0.172 -6.290 -0.109
39 C 0.460 5.460 0.150
40 C 1.892 -0.351 0.249
41 C 1.407 -7.185 -0.222
42 C 3.869 5.336 -4.964
43 C 1.873 6.264 -1.630
44 C -0.028 2.799 0.614
45 C 0.761 1.700 4.404
46 C -1.722 -0.834 7.221
47 C 4.089 0.319 -2.698
48 C -3.182 -2.686 6.485
49 C -3.071 2.365 -3.762
50 C -4.015 3.593 -4.092
51 B 0.575 2.927 2.115
52 H -1.510 3.896 -3.910
53 H -0.203 -3.978 -2.523
54 H 0.183 -7.069 -2.834
55 H -1.605 -0.392 4.601
56 H 0.509 -3.790 -0.950
57 H -1.297 -8.335 -1.270
58 H -3.600 4.574 -3.759
59 H -0.853 -2.703 7.978
60 H 4.693 2.368 -2.310
61 H -3.001 -1.675 0.281
62 H 0.510 -1.579 1.387
63 H 2.131 -3.817 -2.894
64 H -3.703 -2.391 -1.200
65 H 0.577 1.988 5.473
66 H 2.171 -1.416 -1.717
67 H 1.649 0.373 -1.834
68 H -4.586 -3.570 7.857
69 H 3.837 0.733 -0.712
70 H -0.637 -6.884 0.328
71 H 2.451 2.861 1.657
72 H 0.300 -1.657 7.133
73 H -3.621 -0.467 -2.377
74 H 1.554 6.063 -3.848
75 H -2.717 -1.630 4.109
76 H -4.800 -1.829 7.650
77 H 2.326 -6.602 -0.291
78 H 0.365 -5.514 0.639
79 H 3.131 3.770 -6.430
80 H -2.387 -0.567 8.048
81 H -0.441 0.412 2.026
82 H 2.511 5.728 -0.870
83 H 4.889 4.893 -5.070
84 H 3.764 6.248 -5.607
85 H -0.569 -2.423 3.500
86 H -1.328 0.127 6.876
87 H 1.360 -7.860 -1.078
88 H 2.966 2.182 -2.768
89 H 2.105 0.638 0.727
90 H -1.150 -5.986 -3.211
91 H -3.450 1.727 -2.938
92 H 2.540 -4.964 -1.635
93 H -1.855 -2.244 -1.009
94 H -2.456 -3.503 6.604
95 H -0.249 -1.240 8.744
96 H -1.644 -0.163 0.850
97 H 1.792 -5.525 -3.140
98 H 2.192 7.337 -1.579
99 H 0.048 -1.533 -0.327
100 H 1.812 4.742 -5.683
101 H -1.655 0.321 -3.113
102 H -3.467 -2.460 8.636
103 H -1.173 1.975 3.260
104 H -2.010 -8.211 -2.872
105 H 1.835 1.945 4.208
106 H -0.768 -0.553 -1.845
107 H -0.977 -3.386 4.914
108 H -4.176 3.674 -5.199
109 H 0.156 -2.029 5.047
110 H 0.639 0.606 4.217
111 H 1.494 -7.805 0.674
112 H 1.985 4.505 -2.905
113 H 2.635 3.497 -4.717
114 H -2.607 -7.178 -1.571
115 H -5.018 3.383 -3.651
116 H -3.832 -2.966 5.650
117 H -0.429 3.483 3.998
118 H 2.586 -1.096 0.730
119 H 4.270 1.999 -4.092
120 H 4.276 5.188 -2.718
121 H 3.897 6.878 -3.393

Computed properties:
Kohn-Sham gap: 7.460 eV
HOMO: -8.292 eV
Charge: 0
Calculated total energy: -2965.8693 Ha
LUMO: -0.031 Eh
Multiplicity: 1



Entry 2:
Computed, not measured: a structure of composition C39H70MnN9O in a non-equilibrium geometry, with the ωB97M-V functional and the def2-TZVPD basis.

Positions of all 120 atoms, in Å:
1 Mn -2.217 -2.240 -2.133
2 O -1.122 -0.834 -1.134
3 N -2.136 6.978 -1.298
4 N 3.865 -0.670 -0.406
5 N -2.094 -1.068 -4.108
6 N -3.071 -3.257 -0.345
7 N 2.168 -7.755 0.747
8 N 1.145 5.945 4.405
9 N 2.578 -4.888 3.708
10 N 2.237 5.350 0.371
11 N -4.048 -0.579 -1.765
12 C -1.508 -0.120 -4.363
13 C 1.568 -2.466 3.742
14 C -3.689 -2.951 0.569
15 C 2.896 4.414 0.416
16 C -1.138 4.750 3.994
17 C -0.206 -4.659 0.972
18 C 2.152 -3.822 3.732
19 C 1.049 -7.511 0.690
20 C -5.385 -5.063 2.000
21 C -0.868 -5.977 1.329
22 C 4.131 2.745 -0.956
23 C -4.319 1.409 -0.118
24 C -3.428 3.205 -1.695
25 C 2.271 -1.528 2.773
26 C -0.996 -0.355 1.262
27 C 2.901 -3.032 -0.971
28 C 4.595 3.848 -1.916
29 C -1.523 5.704 -3.493
30 C -0.267 -0.576 -0.070
31 C -0.749 1.103 -4.633
32 C -0.229 3.633 1.875
33 C 0.524 1.252 -3.818
34 C -4.454 -2.636 1.765
35 C -0.155 5.008 -3.395
36 C -1.841 6.442 -2.264
37 C 0.044 4.206 -2.105
38 C 4.990 -4.241 -0.133
39 C 3.784 3.255 0.447
40 C 3.473 -4.169 -0.106
41 C 1.512 0.090 -3.878
42 C -3.260 2.493 -0.349
43 C -5.653 -3.552 2.016
44 C -4.222 0.292 -1.044
45 C -0.359 -7.197 0.542
46 C 0.757 0.517 -0.323
47 C 3.437 -1.706 -0.656
48 C -1.397 4.388 2.530
49 C 0.142 5.419 4.229
50 C 3.805 -1.537 2.877
51 H 1.463 0.192 -1.087
52 H -4.467 3.253 -2.016
53 H -6.058 -3.268 2.991
54 H -3.376 3.210 0.465
55 H 1.631 -0.279 -4.904
56 H -0.585 3.470 0.853
57 H -4.494 -5.280 2.592
58 H -2.248 2.102 -0.256
59 H 1.600 -2.083 4.762
60 H -0.915 -8.084 0.857
61 H 4.649 3.639 1.002
62 H -0.456 1.121 -5.688
63 H 2.514 0.281 -3.505
64 H -0.677 -6.188 2.386
65 H 1.941 -0.505 2.945
66 H 5.500 -3.278 -0.064
67 H -1.642 -1.197 1.535
68 H -4.783 -1.600 1.658
69 H -5.278 -5.411 0.975
70 H 4.161 -1.383 3.896
71 H 0.527 -2.622 3.448
72 H -0.297 -0.227 2.089
73 H -2.892 2.640 -2.469
74 H 3.810 4.554 -2.183
75 H -2.947 4.181 -1.738
76 H -5.346 1.777 -0.176
77 H -1.637 0.531 1.198
78 H -0.328 -4.414 -0.091
79 H -1.958 -5.927 1.280
80 H -1.527 5.285 1.922
81 H 1.009 2.193 -4.073
82 H -3.745 -2.667 2.596
83 H 3.185 -3.255 -2.003
84 H -0.527 3.278 -2.061
85 H 0.729 4.145 1.863
86 H -6.214 -5.580 2.477
87 H 5.345 -4.693 -1.067
88 H -0.581 -7.083 -0.522
89 H 3.069 -5.129 -0.424
90 H 1.814 -2.972 -0.899
91 H 5.373 4.429 -1.411
92 H 1.067 -0.748 -3.331
93 H 0.069 4.328 -4.223
94 H -2.339 5.007 -3.685
95 H -1.888 5.460 4.357
96 H 2.012 -1.858 1.764
97 H 4.131 -0.701 2.259
98 H -0.245 4.810 -1.242
99 H -0.108 2.636 2.310
100 H 0.271 1.471 -0.560
101 H -1.225 3.884 4.652
102 H 4.256 -2.457 2.507
103 H 1.346 0.753 0.566
104 H 0.617 5.772 -3.496
105 H -6.480 -3.282 1.357
106 H 4.901 1.979 -0.963
107 H 5.385 -4.896 0.643
108 H -4.190 1.045 0.906
109 H 1.109 4.022 -1.959
110 H -1.470 6.408 -4.325
111 H 0.243 1.340 -2.765
112 H 3.188 -3.988 0.935
113 H 3.183 2.337 -1.322
114 H -2.286 3.767 2.429
115 H 0.875 -4.737 1.094
116 H 3.344 2.482 1.078
117 H 0.321 -1.493 0.117
118 H -0.728 -3.884 1.532
119 H 5.046 3.388 -2.793
120 H -1.439 1.940 -4.515

Computed properties:
Kohn-Sham gap (alpha / beta): 8.457 / 8.029 eV
HOMO (alpha / beta): -11.844 / -11.856 eV
Charge: +1
Calculated total energy: -3246.8078 Ha
LUMO (alpha / beta): -0.124 / -0.141 Eh
Multiplicity: 6
ΔE to the lowest compared entry with this formula, charge and spin: 0.00 kJ/mol



Entry 3:
Computed, not measured: a structure of composition C39H73F9GaO13S in a non-equilibrium geometry, with the ωB97M-V functional and the def2-TZVPD basis.

Positions of all 136 atoms, in Å:
1 Ga -1.299 -0.922 -3.481
2 S -3.277 0.121 -2.796
3 F -1.097 2.520 -2.658
4 F -0.034 4.074 -4.975
5 F -1.688 4.674 -3.111
6 F -2.002 3.750 -6.052
7 F -0.748 1.969 -5.396
8 F -5.295 1.503 -3.857
9 F -3.806 3.275 -2.119
10 F -4.220 3.896 -4.263
11 F -3.535 1.205 -5.276
12 O -4.886 1.501 5.412
13 O 5.552 2.507 3.160
14 O 0.366 -3.904 4.641
15 O -3.188 0.484 -1.332
16 O -8.077 6.398 1.398
17 O -7.321 3.624 2.118
18 O -3.894 0.468 2.817
19 O 0.339 -2.798 1.893
20 O 3.941 -5.121 -0.652
21 O -4.354 -0.966 -2.906
22 O 5.233 -7.512 0.528
23 O 0.163 -3.546 -5.928
24 O 7.252 3.649 5.302
25 C 6.550 3.507 2.973
26 C 2.917 0.227 -6.932
27 C 2.261 1.212 -7.948
28 C 1.718 -2.282 -2.487
29 C -3.606 0.907 5.196
30 C 4.691 1.529 -0.372
31 C 0.676 -1.171 -6.641
32 C 7.039 2.477 6.076
33 C 2.167 -0.950 -6.270
34 C -1.613 -1.836 -5.343
35 C 4.778 -5.118 0.501
36 C -1.202 3.240 -5.015
37 C 3.654 -0.510 -1.828
38 C 5.829 -6.220 0.425
39 C 1.510 -3.753 3.802
40 C -0.867 -2.110 2.195
41 C -3.418 2.996 -3.473
42 C 1.355 -2.562 2.864
43 C 0.770 0.941 -8.333
44 C -5.936 0.546 5.377
45 C 5.144 -8.167 -0.729
46 C -8.591 3.448 2.729
47 C 7.686 3.349 3.976
48 C -0.967 -2.428 -2.086
49 C -1.853 3.318 -3.554
50 C -3.108 1.168 3.779
51 C -0.222 -2.342 -5.976
52 C 3.816 1.103 -1.654
53 C 2.668 -5.698 -0.394
54 C -0.009 -0.236 -7.682
55 C -7.085 5.614 0.734
56 C 0.502 -2.392 -1.431
57 C -0.481 -4.960 4.212
58 C -4.807 1.326 2.143
59 C -7.425 4.130 0.788
60 C -7.649 6.832 2.681
61 C 4.400 3.012 3.820
62 C -3.852 1.515 -3.913
63 C 2.221 -0.753 -2.502
64 H -6.699 3.580 0.181
65 H 1.152 -1.644 3.427
66 H 0.280 1.637 -9.099
67 H -5.391 1.927 2.845
68 H 3.802 -1.073 -0.837
69 H -1.107 -0.360 -7.994
70 H -2.342 -2.704 -5.222
71 H 2.075 -5.024 0.232
72 H 6.406 1.757 5.552
73 H -5.492 0.706 1.563
74 H 8.474 4.068 3.731
75 H 2.292 -2.422 2.315
76 H 8.116 2.344 3.923
77 H -2.915 1.375 5.905
78 H -1.187 -2.288 3.225
79 H -6.091 5.803 1.154
80 H 5.535 2.211 -0.753
81 H -6.885 1.084 5.370
82 H -1.713 -2.284 -1.212
83 H -0.735 -1.037 2.028
84 H -5.883 -0.079 4.482
85 H 3.843 3.672 3.146
86 H -1.411 -4.903 4.782
87 H 4.010 0.422 -6.668
88 H 6.420 -6.133 -0.494
89 H 7.999 2.015 6.324
90 H -4.263 1.982 1.457
91 H -0.148 0.177 -3.520
92 H -0.719 -4.879 3.149
93 H 2.366 -3.573 4.461
94 H 6.541 2.767 7.003
95 H -1.645 -2.474 1.522
96 H 4.185 1.547 -2.644
97 H 2.812 2.093 -8.407
98 H 2.153 -5.832 -1.347
99 H -8.508 7.262 3.198
100 H -7.076 5.935 -0.313
101 H -2.085 0.786 3.691
102 H 4.049 2.196 0.314
103 H 6.950 3.371 1.963
104 H 1.707 -4.671 3.238
105 H 3.763 2.168 4.087
106 H 4.663 3.553 4.733
107 H -9.207 4.347 2.643
108 H 1.385 -2.694 -3.497
109 H -8.432 3.234 3.787
110 H -6.881 7.604 2.576
111 H -7.261 6.003 3.278
112 H 6.511 -6.115 1.274
113 H -1.192 -3.471 -2.507
114 H 6.142 -8.475 -1.060
115 H 2.699 -1.615 -5.516
116 H 1.432 -0.143 -1.921
117 H 2.758 -6.673 0.094
118 H 5.286 -4.149 0.522
119 H -3.088 2.241 3.563
120 H 0.637 -3.404 -0.884
121 H -3.631 -0.167 5.409
122 H 4.183 -5.209 1.417
123 H -5.897 -0.084 6.273
124 H 4.512 -0.826 -2.521
125 H -8.421 3.941 0.373
126 H 0.575 -1.598 -0.594
127 H -0.005 -5.925 4.414
128 H 2.212 -0.326 -3.568
129 H 2.585 -2.954 -2.129
130 H -9.109 2.598 2.272
131 H -2.019 -1.008 -6.043
132 H 6.115 4.511 3.029
133 H 2.746 1.497 -1.478
134 H 4.684 -7.526 -1.486
135 H 5.072 0.628 0.223
136 H 4.526 -9.058 -0.605

Computed properties:
Kohn-Sham gap: 7.950 eV
HOMO: -5.940 eV
Charge: -1
Calculated total energy: -5729.2412 Ha
LUMO: 0.074 Eh
Multiplicity: 1



Molecular weight for every record listed, in sequence, given in g/mol: 1050.54 735.99 1022.77.